[1]
Below is one molecule with the formula C4H9N3O, with properties calculated with ωB97M-V/def2-TZVPD.

## Properties
SMILES: C=NN(C)/C(C)=N\O
Orbital gap (eV): 9.2
Total charge: 0
LUMO energy (eV): 1.0387

Each line ends with the Mulliken charge.
Element x y z (Å)
1 N 0.92540 -1.48291 -0.06972  -0.51
2 O 2.07585 -1.10925 0.63774  -0.36
3 C 1.87033 1.29254 -0.74184  -0.28
4 N 0.96744 1.44812 0.12676  -0.80
5 H -1.06922 2.24533 1.05503  0.31
6 H -1.77016 0.70478 1.57798  0.33
7 H 1.98692 0.44413 -1.41037  0.25
8 C -0.11480 -0.73984 -0.02778  0.68
9 H -1.89191 -0.89332 -1.20519  0.29
10 H -1.19658 -2.44203 -0.67721  0.35
11 N -0.14066 0.60210 0.25732  0.60
12 C -1.40491 -1.41743 -0.38455  -1.10
13 H 2.67309 -1.86003 0.52143  0.37
14 H -2.08065 -1.43486 0.46860  0.27
15 H 2.61388 2.07201 -0.79695  0.27
16 H -2.09793 1.32634 -0.06081  0.29
17 C -1.34607 1.24434 0.72957  -0.95


[2]
Below is one molecule with the formula C11H22N6O4, with properties calculated with ωB97M-V/def2-TZVPD.

## Properties
SMILES: [H]/N=C(\N)NCCC[C@H](NC(=O)[C@@H](N)CCC(N)=O)C(=O)O
Orbital gap (eV): 9.0
Total charge: 0
LUMO energy (eV): 0.2607

Each line ends with the Mulliken charge.
Element x y z (Å)
1 H -2.04285 -1.11840 -2.29041  0.51
2 N -2.10962 -2.96118 0.48056  -0.30
3 H 1.01167 4.03743 -0.60497  0.23
4 C 2.80212 -0.65902 -0.27249  0.51
5 N -0.71877 -1.92617 2.02619  -0.84
6 H 0.89505 -2.68135 0.17885  0.24
7 H 2.99766 1.99912 0.80871  0.34
8 H -0.75524 -0.90445 -1.03536  -0.09
9 H -1.07162 1.59146 -0.84709  1.10
10 C -1.78020 -1.10383 -1.25317  0.07
11 N 0.09402 -3.30916 0.37052  -0.45
12 C 3.06319 0.53601 -0.91262  -0.96
13 H 2.59155 0.49697 -1.92533  0.41
14 H 4.12153 0.61482 -1.12610  0.38
15 O 1.39481 0.15319 1.34811  -0.62
16 H -0.99153 3.36167 0.70321  0.41
17 H -0.18464 -4.01972 -0.34089  0.30
18 H 0.68305 3.68560 1.05032  0.37
19 C -2.54794 0.02677 -0.51405  -1.34
20 H -1.76482 -3.27697 -1.55345  0.38
21 H -3.25948 -0.32969 0.23103  0.49
22 H 4.04051 -0.00761 1.16740  0.28
23 C 0.54320 0.75953 0.61897  0.29
24 H 3.10041 2.78734 -0.67124  0.44
25 H 1.11121 1.79085 -1.43598  0.20
26 C -2.26819 -2.53862 -0.96348  -1.15
27 H -0.99485 -0.31230 1.32724  0.68
28 H 2.93135 -1.37675 1.76010  0.32
29 H 0.24908 -2.14396 2.24049  0.29
30 O 2.01088 -1.52355 -0.72661  -0.69
31 H -3.31979 -2.55377 -1.38061  0.39
32 C 2.66403 1.85175 -0.19567  -0.88
33 H -3.38736 0.22050 -1.25382  0.49
34 N 3.44316 -0.83696 1.01755  -0.52
35 H -2.74991 -2.44046 1.03437  0.39
36 N -0.72263 0.49815 0.70833  -0.07
37 N 0.62136 3.31187 -0.00644  -0.62
38 C -0.90388 -2.67639 0.96753  0.39
39 C -1.64627 1.19264 -0.14282  -0.53
40 C 1.15328 1.97250 -0.30893  0.11
41 O -3.78051 2.23666 0.13566  -0.60
42 O -1.96071 3.26160 1.11891  -0.55
43 C -2.56231 2.31388 0.46750  0.17


[3]
Below is C31H32CrF3OSSb as an isolated structure, with properties calculated with ωB97M-V/def2-TZVPD.

## Properties
Orbital gap (spin up / spin down) (eV): 5.3 / 5.7
Total charge: -2
2S+1: 5
LUMO energy (spin up / spin down) (eV): 4.3281 / 4.3260

Each line ends with the Mulliken charge.
Element x y z (Å)
1 H -15.63753 -5.17512 7.69920  0.11
2 C -22.33614 -8.70108 2.38554  -0.88
3 H -15.39369 -8.22935 11.04004  -0.17
4 C -22.64286 -7.40070 2.87345  -0.09
5 H -22.20478 -5.72265 3.85453  0.23
6 C -21.75942 -6.69218 3.58759  -0.92
7 C -16.25127 -10.63997 9.23351  -1.14
8 H -10.43953 -6.11386 6.90520  0.36
9 C -18.82647 -7.92707 8.56499  -1.01
10 H -16.36316 -5.13615 1.38539  0.25
11 H -12.25877 -8.68443 9.12973  0.08
12 C -15.21788 -9.66594 9.09270  0.11
13 H -11.26467 -8.24341 5.85174  0.32
14 C -16.28112 -11.57591 10.24016  -0.56
15 C -12.26821 -5.70617 7.73034  -0.79
16 C -15.30380 -4.98997 1.53996  -0.65
17 H -15.66364 -6.72330 4.26905  0.22
18 Sb -16.01490 -8.11827 7.49202  0.91
19 H -14.30029 -4.00877 8.58467  0.44
20 H -20.75607 -7.12221 11.12113  0.24
21 C -17.56866 -7.78184 9.11305  0.07
22 H -20.58239 -9.84974 2.02046  0.43
23 C -19.76535 -7.27842 10.63820  -0.43
24 H -17.05996 -10.54844 8.68598  0.85
25 C -20.43525 -7.17338 4.03189  1.18
26 H -23.54243 -7.02015 2.51378  0.40
27 H -13.61612 -9.00814 6.26991  0.38
28 F -17.60506 -2.65028 6.20963  -0.29
29 F -19.43685 -3.04573 5.21473  -0.22
30 C -14.14408 -9.78228 9.99229  0.47
31 H -16.36542 -7.25521 12.27922  0.33
32 H -12.52418 -8.85267 11.06210  0.20
33 C -14.62467 -5.08412 8.58681  -0.82
34 H -15.00736 -5.41673 9.70664  -0.05
35 H -18.44723 -6.84832 12.29799  0.29
36 C -11.90798 -7.70990 6.51053  -0.68
37 F -17.50159 -3.55220 4.16614  -0.27
38 C -14.22157 -10.68257 11.11712  -0.66
39 H -13.43751 -7.58964 9.86989  -0.06
40 S -14.36833 -6.49882 2.12204  -0.14
41 H -18.93220 -8.26639 7.55918  0.83
42 C -17.39658 -7.51939 10.44995  1.35
43 C -13.27128 -8.07558 6.65742  -1.18
44 H -15.28689 -12.32992 12.10604  0.24
45 C -20.89905 -9.03441 2.56241  -0.24
46 C -16.02840 -7.36112 11.13128  -0.35
47 H -11.94341 -4.73904 7.98801  0.48
48 H -13.45901 -10.56142 11.87679  0.28
49 C -19.97544 -8.43275 3.47610  -0.56
50 H -14.87916 -4.72146 0.60418  0.34
51 H -15.16090 -4.31657 2.37152  0.14
52 H -15.58063 -6.54866 10.72770  -0.06
53 C -19.73980 -6.37976 4.88331  -0.43
54 C -13.59334 -6.07741 8.01302  0.45
55 Cr -18.34540 -5.73330 5.98547  0.03
56 C -18.20398 -3.65239 5.38223  0.21
57 H -18.76442 -8.89450 3.38922  0.07
58 C -19.92408 -7.62739 9.33439  -0.66
59 C -14.03648 -7.28014 7.44181  0.90
60 H -13.48967 -6.69705 4.67601  0.12
61 H -17.21691 -12.24551 10.38744  0.22
62 O -16.63819 -6.31795 6.74878  -0.07
63 C -11.40836 -6.57267 7.05735  -0.55
64 H -14.57037 -5.23522 4.24195  0.20
65 C -14.64162 -6.35455 3.98473  -0.52
66 H -22.97423 -9.24019 1.58236  0.21
67 C -18.48057 -7.14485 11.24923  -0.89
68 C -13.08634 -8.75582 10.03385  -0.38
69 H -21.04647 -7.85694 9.00997  0.26
70 C -15.25600 -11.61399 11.22253  -0.47


[4]
Below is C34H45BrN3O2S5SbTa as an isolated structure, with properties calculated with ωB97M-V/def2-TZVPD.

## Properties
Orbital gap (eV): 5.5
Total charge: -1
LUMO energy (eV): 1.8208

Each line ends with the Mulliken charge.
Element x y z (Å)
1 C 1.61692 -0.87729 -4.26808  -0.72
2 C 1.32577 0.38619 -4.77493  0.18
3 C 0.66315 -3.12926 -4.77458  -1.79
4 C 0.44809 0.79174 1.33243  -0.24
5 H -3.29435 -1.77827 -1.45397  0.54
6 S -0.16940 -3.59869 -1.67948  -0.44
7 C -1.51421 1.05125 4.03025  -1.55
8 S 2.67768 -6.15063 0.73515  -0.74
9 H -3.19411 1.92472 -2.98059  0.34
10 C -4.89952 -3.01158 1.85647  -0.35
11 N -0.15949 -4.72025 1.25491  -0.06
12 S 3.52183 -4.61308 -2.56650  -0.58
13 H 4.53365 3.61100 1.26192  0.36
14 H -0.44357 -1.43498 4.66182  0.53
15 C -3.56658 -3.27159 1.57772  0.70
16 H 2.96184 5.91257 3.76256  0.46
17 O -0.27072 -0.26417 0.95686  0.62
18 H -0.16843 -5.71392 1.41750  0.23
19 H 4.86797 4.85942 2.47404  0.43
20 O -1.59650 -0.67762 -1.26365  -0.37
21 H 3.06010 6.40896 1.47668  0.46
22 H -5.25439 -1.03337 -1.89867  0.33
23 H -2.42821 -0.16073 0.95578  0.86
24 C 0.69152 0.83564 5.16115  -2.20
25 C 1.27442 2.41909 2.89363  -0.42
26 C -0.86742 -1.31507 -4.10894  -2.46
27 H 5.00378 -0.64118 -4.34449  0.42
28 H 1.87404 -2.61962 -2.38248  0.05
29 C 2.53586 5.49626 1.18267  -1.81
30 H 2.07646 2.25576 -5.51386  0.39
31 H 0.35121 0.15988 5.94796  0.49
32 S -2.75910 -4.80428 1.66523  -0.43
33 C 4.23416 3.99995 2.23670  -1.61
34 H 2.67246 4.30665 4.41882  0.34
35 C 1.83406 2.69226 0.60833  -0.96
36 C 2.40521 4.98544 3.60745  -2.01
37 H -5.57282 -3.81409 2.12999  0.42
38 H -3.58722 2.22253 -1.27271  0.35
39 H -5.13500 0.09637 -3.26447  0.32
40 H 1.33975 5.21148 3.69064  0.40
41 C 0.56626 1.23510 2.66566  -0.42
42 H 0.75857 -4.37477 0.98388  -0.08
43 H -6.38124 -1.47264 2.01453  0.41
44 Ta 0.24674 -1.68501 -0.42922  -0.69
45 C 0.52610 -1.88511 -3.87980  3.48
46 C 3.66306 0.92091 -4.96857  -0.48
47 C -2.79178 -0.80546 -1.50492  -0.62
48 H -4.79571 0.34085 1.44866  0.51
49 Sb 3.89590 -4.53581 -0.33794  0.62
50 H 0.89032 -1.39299 3.49471  0.38
51 C 3.97079 -0.34117 -4.47191  -0.96
52 N -1.34985 -2.72056 0.94223  0.88
53 C -3.12251 -0.95182 1.18581  -0.19
54 H 4.45305 1.61518 -5.22847  0.38
55 C 1.12217 1.54095 0.36046  0.75
56 H 1.76484 0.68605 5.03118  0.40
57 C -0.08083 0.52793 3.86664  2.91
58 C -4.45250 -0.68710 1.46904  -0.90
59 C 0.84118 -2.28509 -2.42038  0.16
60 H 1.47504 5.73165 1.07326  0.38
61 C -1.26882 -4.01845 1.22307  0.18
62 H 4.42113 3.21851 2.97547  0.33
63 H -1.01124 -0.35467 -3.61545  0.32
64 H -5.61352 0.68018 -1.65924  0.30
65 H 0.52614 1.85418 5.51833  0.38
66 C 2.75295 4.40265 2.23586  2.18
67 H 1.34763 2.76251 3.91322  0.24
68 H 0.29699 0.69537 -4.90486  0.34
69 H -1.51650 2.13361 4.18234  0.34
70 C 2.33644 1.27908 -5.12206  -0.81
71 N -3.58677 0.21015 -1.84417  0.71
72 C -5.34782 -1.70396 1.79125  -0.95
73 H -1.99464 0.57689 4.89119  0.41
74 C 2.96576 -1.22926 -4.13099  0.01
75 H 1.58081 -3.67537 -4.55177  0.24
76 H -1.05342 -1.18803 -5.17941  0.60
77 H -2.11250 0.82892 3.14722  0.16
78 H 2.32823 3.19801 -0.21013  0.35
79 Br 1.06203 0.87444 -1.40463  0.04
80 H -1.60639 -2.01600 -3.71461  0.41
81 H 0.66406 -2.84229 -5.83087  0.47
82 S 2.20892 -1.99602 0.47266  -0.72
83 C 1.90798 3.16971 1.91300  -0.10
84 H -2.00226 1.54626 -1.71616  0.16
85 C -3.06123 1.55741 -1.96083  -0.94
86 C -2.65828 -2.26845 1.21383  -1.28
87 C -0.10339 -0.99815 3.71863  -2.38
88 H 2.91870 5.20361 0.20457  0.34
89 H 3.24000 -2.20502 -3.74351  0.08
90 C -4.97115 -0.02404 -2.19091  -0.94
91 H -0.17418 -3.80557 -4.59226  0.47
92 H -0.76417 -1.32481 2.92708  0.65


[5]
Below is one molecule with the formula C3H6N2S, with properties calculated with ωB97M-V/def2-TZVPD.

## Properties
SMILES: C=NNCC=S
Orbital gap (eV): 8.0
Total charge: 0
LUMO energy (eV): -0.6019

Each line ends with the Mulliken charge.
Element x y z (Å)
1 N 0.68703 -1.55903 0.38354  -0.67
2 C -1.09529 1.29097 -1.26386  -0.26
3 H 1.18423 -2.05974 2.31408  0.23
4 H 1.05235 1.24351 -0.43646  0.24
5 N 0.09625 -0.82108 -0.50568  0.21
6 H -0.35750 0.83463 0.94430  0.29
7 H -1.94645 0.63346 -1.36073  0.38
8 C -0.00711 0.64109 -0.15973  -0.42
9 S -0.53706 2.54747 -2.09732  -0.22
10 C 0.64142 -1.27261 1.62649  -0.27
11 H -0.10949 -1.17851 -1.51756  0.28
12 H 0.39163 -0.30015 2.07293  0.21


[6]
Below is a 2-piece molecular cluster, C4H11NO2S overall, with properties calculated with ωB97M-V/def2-TZVPD.

## Properties
SMILES: O=CNCCCS.O
Orbital gap (eV): 9.8
Total charge: 0
LUMO energy (eV): 0.7114

Each line ends with the Mulliken charge.
Element x y z (Å)
1 H -2.11640 -0.65342 -0.95427  0.27
2 C -1.00038 1.02780 -1.43478  -0.56
3 C -1.28447 0.01531 0.95104  -0.88
4 H -0.05372 1.66596 1.63384  0.32
5 O 2.12835 0.57783 1.63808  -0.57
6 C -1.09720 -0.27212 -0.65312  -0.59
7 H -2.01561 1.26882 -1.76358  0.40
8 N -0.13545 0.60669 1.66991  -0.13
9 H -0.36825 -1.06510 -0.69498  0.60
10 H -1.60294 -1.02293 1.49007  0.26
11 S 0.13593 0.79075 -2.74884  -0.21
12 H 2.12832 -1.43355 0.32654  0.26
13 H -0.70053 1.80976 -0.77414  0.26
14 H -2.10047 0.80987 0.95322  0.39
15 H 1.21271 0.31366 -2.04294  0.05
16 H 2.47197 -1.32852 -1.07398  0.31
17 H 1.06510 -1.09349 2.07911  0.56
18 O 2.24816 -1.98789 -0.42963  -0.61
19 C 1.08487 -0.02945 1.82844  -0.14